[1]
This record from the OMol25 dataset describes C48H50CrN5O as an isolated structure. The level of theory is wB97M-V/def2-TZVPD.

Calculated values
ΔE to the lowest compared entry with this formula, charge and spin: 0.0 kJ/mol
spin multiplicity: 4
gap between HOMO and LUMO (alpha / beta): 5.370 / 5.847 eV
charge: 0

The geometry in XYZ format:
```
105
Properties=species:S:1:pos:R:3:forces:R:3:lowdin_spin:R:1
H -3.142 -3.574 -0.377 0.0 0.0 0.0 0.000
H 2.324 -2.188 -3.546 0.0 0.0 0.0 0.000
H -1.092 -0.682 5.524 0.0 0.0 0.0 0.000
Cr 0.224 0.088 0.374 -1.0 -0.2 0.5 2.839
H 0.327 -1.407 6.286 0.0 0.0 0.0 0.000
C -0.211 3.401 -0.670 0.0 0.0 0.0 0.001
C 0.169 -2.281 -3.850 0.1 0.0 0.0 0.006
C 1.338 -1.943 -3.180 -0.1 0.0 0.0 -0.001
C -1.068 -1.216 -2.110 0.0 0.0 -0.1 0.007
H 3.542 -0.582 1.521 0.1 0.0 0.0 0.000
C -2.734 -0.730 3.217 0.0 0.1 0.0 -0.001
H -3.521 -0.361 -2.929 0.0 0.0 0.0 0.000
H -1.984 -2.148 -3.798 0.0 0.0 0.0 0.000
H -0.157 -5.659 2.272 0.0 0.0 0.0 0.000
H 0.171 5.384 -1.504 0.0 0.0 0.0 0.000
H -2.286 -2.592 4.188 0.0 0.0 0.0 0.000
H -5.211 0.090 -2.848 0.0 0.0 0.0 0.000
H -4.195 4.437 -2.843 0.0 0.0 0.0 0.000
H -3.199 -3.010 1.297 0.0 0.0 0.0 0.000
C -1.343 -3.984 0.729 0.0 0.0 0.0 0.000
C -1.050 -1.910 -3.310 0.0 0.0 0.0 0.000
C -0.232 -2.268 2.374 0.0 0.0 0.1 0.008
C -4.414 -0.423 -2.307 0.0 0.0 0.0 0.000
N -1.571 1.027 0.264 0.4 0.1 0.1 0.035
C -0.010 -0.621 5.607 0.0 0.0 0.0 0.000
C -3.974 -1.570 5.096 0.0 0.0 0.0 0.000
C 0.778 2.747 -1.639 0.0 -0.1 0.0 0.003
C 0.552 2.165 2.558 0.0 0.1 0.0 0.008
N -0.703 -1.144 1.624 0.0 -0.1 -0.2 0.017
C -5.066 2.676 3.075 0.0 0.0 0.0 0.000
H 1.197 -5.337 4.311 0.0 0.0 0.0 0.000
H -4.705 -1.471 -2.203 0.0 0.0 0.0 0.000
H -1.753 -4.960 1.007 0.0 0.0 0.0 0.000
H 0.625 3.129 -2.651 0.0 0.0 0.0 0.000
H -6.298 0.844 -0.803 0.0 0.0 0.0 0.000
C 0.970 -3.203 4.265 0.0 0.0 0.0 0.001
H 0.636 1.663 -1.701 0.0 0.0 0.0 0.002
C -2.922 -1.717 4.145 0.0 0.0 0.0 0.002
N 2.088 -0.368 0.015 0.4 0.1 -0.1 0.001
C -3.549 1.585 -1.101 0.0 0.0 0.0 0.001
C 0.461 -2.096 3.594 0.0 0.0 0.0 -0.002
H 1.051 5.028 -0.024 0.0 0.0 0.0 0.000
C -3.645 3.722 -2.246 0.0 0.0 0.0 0.000
C -2.245 1.884 -0.636 -0.2 0.0 0.0 0.003
H -5.239 2.307 -2.192 0.0 0.0 0.0 0.000
C -4.216 0.225 -0.926 0.0 0.0 0.0 0.000
C 1.240 3.128 3.262 0.0 0.0 0.0 -0.001
H -0.677 5.401 0.046 0.0 0.0 0.0 0.000
C -2.245 0.642 1.414 0.0 0.1 -0.2 0.011
C -3.344 1.270 2.166 0.0 0.0 0.1 0.001
H 0.211 -2.826 -4.784 0.0 0.0 0.0 0.000
C 0.094 4.891 -0.533 0.0 0.0 0.0 0.000
C 2.450 -0.867 -1.180 -0.1 0.0 0.0 0.011
H 4.347 2.218 2.267 0.0 0.0 0.0 0.000
H -2.275 -2.108 0.113 0.0 0.0 0.0 0.000
H -0.530 2.090 2.587 0.0 0.0 0.0 0.000
C -1.634 3.083 -1.071 0.0 0.0 0.0 0.001
H 0.279 -5.007 -0.283 0.0 0.0 0.0 0.000
C 2.173 -0.453 4.423 0.0 0.0 0.0 0.000
C -4.794 -0.474 5.128 0.0 0.0 0.0 0.001
C 3.126 0.185 0.854 0.0 0.1 0.0 0.005
N 0.048 -0.906 -1.460 0.2 0.0 -0.3 0.004
C -5.372 1.773 4.059 0.0 0.0 0.0 0.002
H -6.168 1.980 4.764 0.0 0.0 0.0 0.000
C -2.555 -3.110 0.421 0.0 0.0 0.0 0.001
C -4.230 2.529 -1.862 0.0 0.0 -0.1 0.000
C -4.046 2.442 2.107 -0.1 0.0 0.0 0.003
H -5.516 0.690 0.773 0.0 0.0 0.0 0.000
N 1.178 1.265 1.784 0.1 0.3 -0.2 -0.005
O 3.578 -0.988 -1.635 0.0 0.0 0.0 0.020
C 0.680 -0.744 4.244 0.0 0.0 0.0 0.000
H 2.331 0.592 4.701 0.0 0.0 0.0 0.000
H -5.569 -0.392 5.882 0.0 0.0 0.0 0.000
H 3.197 3.924 3.672 0.0 0.0 0.0 0.000
C 0.787 -4.485 3.785 0.0 0.0 0.0 -0.005
H 1.509 -3.055 5.193 0.0 0.0 0.0 0.000
H 0.241 0.341 6.062 0.0 0.0 0.0 0.000
C 1.233 -1.260 -1.988 0.0 0.0 0.1 0.006
H -5.970 -0.751 -0.135 0.0 0.0 0.0 0.000
C -2.337 3.974 -1.871 0.0 0.0 0.0 0.000
H 0.246 0.003 3.589 0.0 0.0 0.0 0.000
H -1.861 4.894 -2.185 0.0 0.0 0.0 0.000
H 0.698 3.839 3.870 0.0 0.0 0.0 0.000
H -1.985 -0.885 -1.650 0.0 0.0 0.0 0.000
C -5.576 0.264 -0.224 0.0 0.0 0.0 0.000
C -0.453 -4.226 -0.492 0.0 0.0 0.0 0.000
H -3.560 -0.406 -0.324 0.0 0.0 -0.1 0.000
C 0.041 -4.656 2.637 0.0 0.0 0.0 0.000
C 3.270 2.227 2.368 0.0 0.0 0.0 -0.003
C -1.819 -0.472 2.089 0.2 -0.2 0.0 0.007
H -0.071 2.949 0.307 0.0 0.0 0.1 0.001
C -0.494 -3.580 1.930 0.0 0.0 0.0 -0.005
C 2.516 1.273 1.697 0.0 -0.1 0.0 0.007
C -3.631 0.373 3.229 0.1 0.0 0.0 0.000
H -3.872 3.176 1.329 0.0 0.0 0.0 0.000
H 0.101 -3.327 -0.754 0.0 0.0 0.0 0.000
H -5.629 3.599 3.012 0.0 0.0 0.0 0.000
H -1.047 -4.536 -1.355 0.0 0.0 0.0 0.000
H 3.959 0.572 0.261 0.0 0.0 0.0 0.000
H 2.593 -1.068 5.221 0.0 0.0 0.0 0.000
C -4.630 0.560 4.161 -0.1 0.0 0.0 0.000
H 2.742 -0.664 3.518 0.0 0.0 0.0 0.000
H 1.814 2.941 -1.351 0.0 0.0 0.0 0.000
H -4.113 -2.355 5.830 0.0 0.0 0.0 0.000
C 2.626 3.166 3.149 0.0 0.0 0.0 0.007
```
Forces are in eV/Å.



[2]
This record from the OMol25 dataset describes a 7-piece molecular cluster, C48H50F5O14P2 overall. The level of theory is wB97M-V/def2-TZVPD.

Calculated values
gap between HOMO and LUMO: 4.084 eV
charge: -1

The geometry in XYZ format:
```
119
Properties=species:S:1:pos:R:3:forces:R:3:mulliken_charge:R:1
H -0.201 3.786 -1.056 0.0 0.0 0.0 0.445
O 1.752 3.801 -2.775 -0.2 0.1 -0.1 -0.236
O 4.376 -0.458 -1.453 0.3 -0.1 0.1 -0.695
H 3.998 2.170 1.660 0.1 -0.6 0.0 0.289
P 3.171 1.901 0.490 -0.2 2.1 -0.4 0.452
C 2.636 -0.190 2.673 -0.7 -0.1 0.3 0.650
C 2.053 3.697 2.546 -0.5 -0.2 0.1 0.246
C -3.399 -8.515 -6.059 0.0 0.0 0.0 -0.231
H -2.694 -10.335 -6.886 0.0 0.0 0.0 0.412
C -1.721 -4.772 0.864 0.0 0.0 0.0 -0.439
C -4.257 0.108 2.852 0.2 -0.3 0.1 -0.461
H -0.052 4.140 2.321 -0.1 0.1 0.1 0.607
H 3.144 3.433 5.435 0.0 0.0 0.0 0.550
O -4.454 -1.666 -5.077 0.0 -0.1 -0.1 -0.551
H -2.470 4.667 -1.593 0.0 0.0 0.0 0.458
C -2.083 2.123 4.959 0.1 -0.3 -0.9 -0.862
H -4.513 1.900 4.006 -0.2 -0.1 0.3 0.402
H -1.135 5.647 -5.630 0.0 0.0 0.0 0.393
H 2.786 4.487 2.739 0.0 -0.1 -0.1 0.534
C -3.069 -4.394 -7.778 0.0 -0.1 0.0 0.409
C -2.837 0.785 4.834 -0.5 -0.1 0.2 -0.493
H -0.529 1.236 3.797 -0.1 0.1 -0.3 0.075
C -3.978 -3.297 -8.191 0.0 0.1 0.0 -0.412
C -0.885 5.235 -4.660 0.1 0.0 0.0 -0.427
O 2.224 1.633 -0.930 -0.2 -0.3 0.3 -0.649
F 1.644 -0.452 3.562 0.1 0.1 0.0 -0.262
H -1.383 2.513 2.919 -0.1 -0.2 0.1 0.190
C 0.640 4.211 -3.032 0.1 0.0 0.0 0.261
C 2.330 5.002 6.731 0.0 -0.1 -0.2 0.312
C -1.380 -5.729 0.005 0.0 0.0 0.0 -0.527
H 1.789 6.472 8.265 0.0 0.0 0.0 0.417
H -0.564 -5.613 -0.696 0.0 0.0 0.0 0.467
C -2.883 -9.740 -6.001 0.0 0.0 0.0 -0.400
C -0.976 2.228 3.894 0.6 0.0 0.3 -0.433
C 5.144 3.906 -2.609 -0.2 -0.3 0.1 0.418
H -3.780 -1.677 4.043 -0.1 -0.1 0.0 0.282
C 5.665 2.232 -4.323 0.0 0.0 0.0 -0.548
H 3.603 5.808 9.844 0.0 0.0 0.0 0.394
F 1.785 -0.473 0.536 0.1 0.2 0.3 -0.332
H 1.011 3.236 0.677 0.0 -0.2 0.2 0.101
H 2.404 2.825 3.114 0.0 0.1 -0.1 -0.424
C 4.941 2.587 -3.263 -0.1 -0.1 -0.1 -0.176
C -3.564 -6.259 1.783 0.0 -0.1 -0.1 -0.358
C -3.646 -7.722 -4.826 -0.1 0.0 -0.1 0.364
C 2.495 5.681 8.042 0.0 0.0 0.0 -0.423
H -3.391 0.441 2.269 -0.1 0.2 0.1 0.125
C -1.974 5.225 -3.650 -0.1 0.0 0.0 0.295
H 7.652 5.090 -4.672 0.0 0.0 0.0 0.396
O 7.354 2.814 -5.865 0.0 0.1 0.0 -0.595
H 6.308 5.763 -2.680 0.0 0.0 0.0 0.417
F 3.159 -1.379 2.361 0.3 0.1 -0.1 -0.245
C -4.036 -2.476 -5.876 0.0 0.0 0.1 0.355
H -4.971 0.384 4.873 -0.2 0.3 -0.1 0.326
H 5.097 -0.532 0.875 0.2 0.1 0.0 -0.014
H 4.955 2.770 7.016 0.0 0.0 0.0 0.456
C 2.057 0.558 1.418 -0.1 -0.8 -0.5 0.153
O -4.124 -6.607 -4.896 0.0 -0.2 0.1 -0.533
C 4.250 3.560 7.241 0.0 0.0 0.0 -0.430
C 0.326 4.765 -4.375 0.0 0.0 0.0 -0.464
C -2.838 -4.962 1.824 0.0 0.0 0.1 0.325
H -2.258 0.090 4.219 0.2 0.1 0.2 0.273
H -1.634 2.196 5.953 -0.1 0.2 -0.1 0.402
H -3.660 -8.038 -6.996 0.0 0.0 0.0 0.400
O -1.761 -7.923 -0.776 0.0 0.1 0.0 -0.555
H -2.904 0.322 5.825 -0.1 0.0 -0.1 0.441
O -3.077 5.660 -3.917 0.1 0.0 0.0 -0.580
P 4.677 0.315 -0.196 -0.6 -0.4 -1.0 0.447
H 5.539 1.275 -4.814 0.0 0.0 0.0 0.472
C -3.295 -8.346 -3.528 0.0 0.0 0.0 -0.371
C 2.033 3.354 1.042 0.5 0.5 0.3 -1.467
H -2.527 -10.044 -2.530 0.0 0.0 0.0 0.444
C 3.462 5.327 8.884 0.0 0.0 0.0 -0.455
H -4.373 -6.376 2.492 0.0 0.0 0.0 0.421
H -4.251 -3.268 -9.238 0.0 0.0 0.0 0.416
H -2.021 -5.274 -6.076 0.0 0.0 0.0 0.461
H 2.439 4.237 0.528 0.0 -0.2 -0.3 0.618
C -2.091 -7.030 -0.020 0.1 0.0 0.1 0.448
O 5.295 3.918 9.324 -0.1 0.0 0.0 -0.566
H -3.398 -1.823 2.340 -0.2 -0.1 0.1 0.197
C -2.680 -4.461 -6.350 0.0 0.1 0.0 -0.260
H -5.088 -1.907 2.839 0.1 -0.1 0.2 0.368
C -3.127 -3.574 -5.467 0.1 0.0 -0.1 -0.355
C -2.784 -9.573 -3.470 0.0 0.0 0.0 -0.230
O 1.452 5.320 5.958 0.2 0.2 0.3 -0.450
H -2.778 2.951 4.781 0.1 0.0 0.5 0.309
C 6.895 4.449 -4.237 0.0 0.1 0.1 -0.367
C -4.129 -1.423 3.041 -0.1 0.6 -0.5 -0.943
H -0.171 3.808 5.114 0.0 0.1 -0.2 0.480
O -3.141 -4.107 2.627 0.1 -0.3 -0.1 -0.482
O -2.663 -5.210 -8.582 -0.1 0.0 0.1 -0.581
H -5.093 -1.600 -7.586 0.0 0.0 0.0 0.406
C 0.170 3.203 4.268 -0.7 -0.2 0.1 -0.274
C -4.427 -2.408 -7.310 0.0 0.0 0.0 -0.341
F 0.819 1.027 1.785 0.3 0.1 0.1 -0.192
H -1.202 -3.822 0.909 0.0 0.0 0.0 0.627
C 0.674 4.121 3.139 0.5 -0.2 0.2 -0.974
H -3.478 -7.758 -2.640 0.0 0.0 0.0 0.400
C 6.693 3.131 -4.894 0.0 -0.1 0.0 0.305
C 6.178 4.808 -3.175 0.1 0.0 0.0 -0.483
C -2.535 -10.366 -4.700 0.0 -0.1 0.0 0.313
H 4.183 1.940 -2.826 0.1 0.0 0.1 0.530
C -3.214 -7.219 0.932 -0.1 0.1 0.0 -0.345
C -1.661 4.667 -2.314 0.1 0.0 0.0 -0.476
H 1.971 2.502 -1.282 0.4 -0.3 0.1 0.158
H -5.141 0.341 2.249 0.0 0.0 0.1 0.445
H 5.835 1.109 -0.447 0.1 0.1 0.6 0.022
H -2.859 -3.610 -4.419 0.0 0.0 0.0 0.435
F 3.566 0.497 3.352 0.0 0.0 -0.1 -0.233
C -0.450 4.196 -2.026 0.0 0.0 0.0 -0.060
H 0.988 2.590 4.665 0.1 0.2 0.0 0.111
H 1.136 4.766 -5.094 0.0 0.0 0.0 0.422
O -2.066 -11.484 -4.646 -0.1 0.1 0.0 -0.554
O 4.481 4.216 -1.644 0.2 0.8 -0.4 -0.475
C 4.415 4.237 8.550 0.1 -0.1 0.0 0.302
C -4.252 0.853 4.193 0.5 0.0 -0.3 -0.881
H 0.754 5.125 3.563 -0.1 0.0 -0.3 0.353
H 4.011 2.789 -0.280 0.0 -0.5 0.5 -0.130
H -3.718 -8.177 0.895 0.0 0.0 0.0 0.420
C 3.283 3.913 6.396 0.0 0.0 0.0 -0.119
```
Forces are in eV/Å.